A 2-piece molecular cluster, CH5NO2S overall in a non-equilibrium geometry. Source: the Open Molecules 2025 dataset; level of theory: ωB97M-V/def2-TZVPD.

E_HOMO (spin up / spin down) in eV: -7.99 / -8.90
Frontier orbital gap (spin up / spin down) in eV: 7.55 / 8.51
Charge: 0
DFT total energy in hartree: -644.3249
LUMO level (spin up / spin down) in eV: -0.440 / -0.389

```
10
Properties=species:S:1:pos:R:3:forces:R:3:lowdin_charge:R:1
C -0.8066 1.1093 -0.5498 2.0 -1.7 -1.7 -0.13
N -0.9712 -0.3575 -0.9416 -0.7 1.0 0.6 -0.55
O 1.9598 -0.5302 1.7499 0.3 -0.5 0.9 -0.10
O 1.3908 -0.9054 0.5919 -1.1 -0.3 -1.6 -0.37
S -0.8726 -1.3885 0.2832 0.8 -0.1 0.4 0.79
H -0.9867 1.8603 -1.3493 0.4 -0.9 0.2 0.09
H -1.4645 1.3122 0.2376 -1.0 0.1 1.2 0.04
H 0.2465 1.0088 -0.1782 -0.8 1.3 -0.2 0.07
H -0.8627 -0.7367 -1.8707 0.2 0.5 -0.1 0.07
H 2.3673 -1.3722 2.0269 0.0 0.5 0.3 0.10
```
Forces are in eV/Å.


One molecule with the formula CH5NO2S2 in a non-equilibrium geometry. Source: the Open Molecules 2025 dataset; level of theory: ωB97M-V/def2-TZVPD.

E_HOMO in eV: -9.39
Frontier orbital gap in eV: 9.92
Charge: 0
DFT total energy in hartree: -1042.6654
LUMO level in eV: 0.534

```
11
Properties=species:S:1:pos:R:3:forces:R:3:lowdin_charge:R:1
N 0.3199 -0.0407 -0.7671 -1.1 -0.4 1.3 -0.14
S 0.9070 0.3533 0.7280 -0.4 0.8 0.8 0.53
O 1.5833 -0.7958 1.2918 -0.2 0.9 0.1 -0.33
O 1.5610 1.6349 0.5172 -0.1 -1.2 0.5 -0.34
C -0.6483 0.7032 1.6952 0.4 0.4 -3.6 -0.49
S -1.7411 1.5622 0.4165 -1.0 -1.5 1.9 0.71
H -0.2797 -0.8872 -0.6663 1.1 0.6 -0.7 0.10
H 1.1852 -0.0813 -1.2629 0.3 -0.8 -1.2 0.06
H -0.4121 1.2580 2.5472 0.6 1.3 1.0 0.04
H -1.0646 -0.2048 2.0317 -0.7 -1.2 0.0 0.04
H -0.9937 2.6051 0.2887 1.0 1.1 -0.1 -0.17
```
Forces are in eV/Å.


Please write out number 1 again, unchanged.
A 2-piece molecular cluster, CH5NO2S overall in a non-equilibrium geometry. Source: the Open Molecules 2025 dataset; level of theory: ωB97M-V/def2-TZVPD.

E_HOMO (spin up / spin down) in eV: -7.99 / -8.90
Frontier orbital gap (spin up / spin down) in eV: 7.55 / 8.51
Charge: 0
DFT total energy in hartree: -644.3249
LUMO level (spin up / spin down) in eV: -0.440 / -0.389

```
10
Properties=species:S:1:pos:R:3:forces:R:3:lowdin_charge:R:1
C -0.8066 1.1093 -0.5498 2.0 -1.7 -1.7 -0.13
N -0.9712 -0.3575 -0.9416 -0.7 1.0 0.6 -0.55
O 1.9598 -0.5302 1.7499 0.3 -0.5 0.9 -0.10
O 1.3908 -0.9054 0.5919 -1.1 -0.3 -1.6 -0.37
S -0.8726 -1.3885 0.2832 0.8 -0.1 0.4 0.79
H -0.9867 1.8603 -1.3493 0.4 -0.9 0.2 0.09
H -1.4645 1.3122 0.2376 -1.0 0.1 1.2 0.04
H 0.2465 1.0088 -0.1782 -0.8 1.3 -0.2 0.07
H -0.8627 -0.7367 -1.8707 0.2 0.5 -0.1 0.07
H 2.3673 -1.3722 2.0269 0.0 0.5 0.3 0.10
```
Forces are in eV/Å.


Question: What is the formula in the first record?
Answer: CH5NO2S